No. 1
155
Properties=species:S:1:pos:R:3:mulliken_charge:R:1 method="wB97M-V/def2-TZVPD" homo_energy_ev=-10.91 charge=+1 e_lumo_ev=-2.94 gap_ev=7.974 e_tot_ev=-355955.6698 mol_weight_g_mol=1657.15
C -3.236 1.110 5.317 -0.67
C -2.030 1.228 6.085 -0.27
C -0.845 0.192 5.761 0.75
O 0.064 0.542 4.983 -0.51
O -0.786 -1.121 6.314 -0.44
C -1.094 -2.047 5.199 0.61
C -2.083 -3.204 5.687 -0.87
C -2.561 -4.201 4.530 0.24
C -2.493 -3.591 3.057 0.24
C -2.963 -4.641 1.902 -0.09
C -3.096 -3.800 0.523 -1.30
N -1.857 -3.028 0.217 0.67
C -1.895 -1.548 0.490 -1.06
C -2.091 -0.721 -0.866 -0.67
C -3.599 -0.326 -1.206 1.06
F -4.559 -0.752 -0.265 -0.31
F -3.926 -0.996 -2.434 -0.34
C -3.679 1.250 -1.485 0.33
F -4.999 1.505 -1.970 -0.31
F -2.792 1.521 -2.548 -0.26
C -3.464 2.169 -0.191 0.61
F -4.659 2.927 -0.014 -0.28
F -3.284 1.457 1.012 -0.23
C -2.274 3.227 -0.300 0.67
F -0.980 2.617 -0.183 -0.19
F -2.362 4.089 -1.400 -0.23
F -2.398 4.071 0.852 -0.27
C -0.825 -3.691 -0.257 -0.51
N 0.368 -2.842 -0.461 0.64
C 1.288 -2.678 0.709 -1.11
C 1.949 -4.026 1.263 0.09
C 2.945 -3.578 2.477 -0.69
C 2.262 -3.673 3.911 0.39
O 2.609 -2.859 4.781 -0.52
O 1.309 -4.701 4.143 -0.39
C 1.241 -3.366 -1.554 -1.27
C 0.562 -4.840 -1.696 0.05
S -0.015 -4.792 -3.458 -0.16
N -0.463 -5.028 -0.584 0.34
P -1.570 -6.367 -0.840 -0.18
N -0.578 -7.698 -1.485 -0.38
O -2.731 -6.067 -2.088 -0.48
H -3.735 0.088 5.218 0.27
H -3.680 2.025 4.812 0.26
H -1.906 2.035 6.879 0.34
H -1.550 -1.385 4.379 0.19
H -0.092 -2.493 4.885 -0.38
H -1.524 -3.772 6.519 0.23
H -2.965 -2.691 6.212 0.27
H -3.614 -4.563 4.801 -0.33
H -1.905 -5.148 4.557 0.31
H -1.474 -3.156 2.782 -0.14
H -3.248 -2.718 3.029 0.07
H -2.276 -5.542 1.819 0.27
H -4.048 -4.925 2.188 0.26
H -3.937 -3.039 0.725 0.52
H -3.487 -4.437 -0.349 0.36
H -0.925 -1.166 0.966 0.32
H -2.706 -1.347 1.279 0.69
H -1.662 -1.352 -1.726 0.34
H -1.468 0.239 -0.762 0.05
H 2.148 -2.004 0.364 0.48
H 0.814 -2.150 1.611 0.19
H 2.623 -4.571 0.517 0.30
H 1.174 -4.797 1.617 0.21
H 3.893 -4.221 2.423 0.38
H 3.271 -2.509 2.213 0.35
H 1.777 -5.536 3.925 0.35
H 2.363 -3.311 -1.409 0.29
H 0.975 -2.808 -2.528 0.45
H 1.359 -5.648 -1.619 0.50
H -0.726 -5.929 -3.800 0.11
H -0.169 -7.449 -2.394 0.21
H 0.128 -7.991 -0.796 0.10
H -2.571 -6.757 -2.781 0.39
Cl 0.744 7.938 3.173 -0.19
C -0.277 6.788 2.275 -0.50
C 0.541 5.850 1.412 0.26
Cl 1.309 6.691 0.050 -0.17
H -0.990 7.362 1.680 0.33
H -0.838 6.216 3.016 0.34
H -0.105 5.081 0.984 -0.44
H 1.322 5.353 1.990 0.34
Cl -5.475 -5.261 6.874 -0.16
C -6.480 -6.425 5.975 -0.46
C -5.647 -7.364 5.127 -0.58
Cl -4.867 -6.525 3.762 -0.13
H -7.191 -5.861 5.369 0.29
H -7.043 -6.996 6.716 0.35
H -6.284 -8.141 4.699 0.35
H -4.868 -7.851 5.716 0.32
Cl 5.041 11.155 -2.231 -0.20
C 4.744 9.825 -1.082 -0.51
C 3.387 9.934 -0.416 0.14
Cl 3.295 11.318 0.702 -0.21
H 5.550 9.825 -0.352 0.29
H 4.803 8.896 -1.652 0.34
H 3.191 9.038 0.174 -0.21
H 2.587 10.039 -1.151 0.37
Cl 0.334 -7.527 -7.150 -0.13
C -0.734 -6.532 -8.171 -0.31
C -0.873 -5.120 -7.643 -0.47
Cl -1.780 -5.063 -6.111 -0.15
H -1.701 -7.033 -8.238 0.33
H -0.291 -6.513 -9.169 0.16
H -1.423 -4.507 -8.360 0.34
H 0.101 -4.656 -7.477 0.29
Cl 1.997 -9.281 0.421 -0.18
C 2.127 -10.747 -0.588 -0.51
C 2.683 -10.446 -1.964 -0.49
Cl 1.545 -9.499 -2.955 -0.13
H 1.140 -11.207 -0.646 0.33
H 2.791 -11.435 -0.061 0.36
H 2.871 -11.377 -2.500 0.33
H 3.622 -9.892 -1.905 0.31
Cl -0.513 13.807 4.886 -0.19
C -0.362 12.357 3.862 -0.42
C 0.181 12.682 2.486 -0.21
Cl -0.979 13.617 1.508 -0.21
H -1.341 11.880 3.805 0.32
H 0.318 11.676 4.377 0.26
H 0.382 11.759 1.939 0.12
H 1.109 13.251 2.545 0.31
Cl 3.917 -6.875 -7.576 -0.15
C 4.574 -7.437 -9.134 -0.46
C 3.912 -6.755 -10.313 -0.45
Cl 2.213 -7.251 -10.511 -0.17
H 4.457 -8.521 -9.179 0.31
H 5.642 -7.211 -9.126 0.31
H 4.430 -7.025 -11.236 0.32
H 3.939 -5.668 -10.215 0.30
Cl -3.685 13.385 -3.866 -0.19
C -3.316 12.885 -2.196 -0.44
C -1.843 13.022 -1.869 -0.03
Cl -0.844 11.846 -2.760 -0.20
H -3.662 11.859 -2.067 0.32
H -3.903 13.528 -1.537 0.30
H -1.681 12.834 -0.806 -0.13
H -1.473 14.023 -2.098 0.37
Cl 5.395 7.718 0.929 -0.08
C 6.895 6.787 1.173 -0.48
C 8.080 7.421 0.477 -0.52
Cl 7.949 7.321 -1.297 -0.18
H 6.721 5.768 0.824 0.29
H 7.073 6.750 2.250 0.30
H 8.997 6.899 0.757 0.36
H 8.190 8.472 0.749 0.32
Cl 2.162 1.441 -2.929 -0.19
C 1.924 3.047 -2.200 -0.16
C 3.238 3.782 -1.989 -0.27
Cl 4.243 3.029 -0.723 -0.21
H 1.381 2.914 -1.263 0.01
H 1.289 3.614 -2.883 0.35
H 3.035 4.804 -1.667 0.13
H 3.828 3.824 -2.905 0.37

No. 2
64
Properties=species:S:1:pos:R:3:nbo_charge:R:1 method="wB97M-V/def2-TZVPD" homo_energy_ev=-3.86 charge=-1 e_lumo_ev=2.18 gap_ev=6.039 e_tot_ev=-168923.5468 mol_weight_g_mol=766.71
Cl -5.519 -2.567 4.338 0.01
C -4.180 -1.978 3.451 -0.05
C -4.391 -1.205 2.299 -0.24
C -3.294 -0.696 1.601 -0.22
C -1.984 -0.916 2.076 -0.24
P -0.609 -0.044 1.238 0.84
C -0.656 1.568 2.107 -0.24
C 0.252 2.555 1.672 -0.21
C 0.317 3.789 2.318 -0.23
C -0.498 4.028 3.435 -0.05
Cl -0.344 5.497 4.301 0.00
C -1.415 3.064 3.868 -0.24
C -1.520 1.855 3.171 -0.23
C 0.835 -0.804 2.084 -0.25
C 1.272 -2.062 1.628 -0.21
C 2.295 -2.742 2.282 -0.22
C 2.886 -2.173 3.419 -0.06
Cl 4.088 -3.038 4.277 0.00
C 2.476 -0.918 3.879 -0.24
C 1.479 -0.226 3.186 -0.23
C -1.791 -1.744 3.189 -0.22
C -2.884 -2.254 3.899 -0.24
H -5.407 -1.004 1.971 0.23
H -3.446 -0.123 0.686 0.23
H 0.910 2.348 0.829 0.23
H 1.004 4.561 1.978 0.23
H -2.034 3.255 4.741 0.22
H -2.276 1.135 3.477 0.23
H 0.814 -2.497 0.740 0.24
H 2.638 -3.714 1.932 0.23
H 2.929 -0.490 4.770 0.22
H 1.204 0.772 3.519 0.23
H -0.786 -2.000 3.516 0.23
H -2.730 -2.852 4.794 0.22
O -2.134 -2.427 -4.676 -0.57
C -1.779 -1.326 -4.807 0.50
Co -1.162 0.299 -5.085 -0.02
C 0.470 -0.007 -5.721 0.45
O 1.498 -0.328 -6.137 -0.54
C -2.159 1.075 -6.293 0.42
O -2.835 1.514 -7.122 -0.56
C -1.347 1.303 -3.375 -0.49
C -0.311 0.722 -2.597 -0.11
C -0.064 -0.528 -2.102 -0.37
C 1.246 -1.154 -1.977 0.07
C 1.327 -2.570 -1.848 -0.26
C 2.528 -3.206 -1.567 -0.23
C 3.706 -2.457 -1.475 -0.25
C 3.672 -1.076 -1.684 -0.21
C 2.461 -0.431 -1.955 -0.25
Co 0.133 2.262 -3.410 -0.11
C -0.488 3.370 -4.650 0.58
O -0.845 4.159 -5.415 -0.52
C 0.128 3.383 -2.038 0.59
O 0.145 4.158 -1.174 -0.53
C 1.869 2.233 -3.967 0.53
O 2.956 2.459 -4.294 -0.52
H -2.349 1.618 -3.069 0.20
H -0.935 -1.183 -1.944 0.19
H 0.414 -3.160 -1.941 0.21
H 2.544 -4.283 -1.392 0.20
H 4.641 -2.956 -1.227 0.20
H 4.592 -0.492 -1.613 0.20
H 2.444 0.650 -2.113 0.21

No. 3
17
Properties=species:S:1:pos:R:3:nbo_charge:R:1 method="wB97M-V/def2-TZVPD" homo_energy_ev=-13.38 charge=+1 e_lumo_ev=-3.83 gap_ev=9.553 de_lowest_kcal_mol=80.8 e_tot_ev=-8771.0969 mol_weight_g_mol=100.14
C -2.077 -0.351 1.244 -0.30
C -0.747 -0.161 1.427 -0.08
C 0.517 -0.571 -1.903 0.36
C 1.333 0.968 0.794 -0.45
N -0.224 0.427 -2.258 -0.68
N 0.529 -0.870 -0.648 -0.38
N 0.130 0.310 0.398 -0.31
H -2.678 -0.584 2.025 0.22
H -2.514 -0.084 0.306 0.20
H -0.278 -0.204 2.439 0.21
H 0.684 -1.416 -2.633 0.26
H 1.142 2.035 1.234 0.26
H 1.896 0.391 1.624 0.20
H 2.001 0.939 -0.143 0.22
H -0.283 0.671 -3.165 0.42
H 1.080 -1.572 -0.275 0.41
H -0.423 1.053 -1.513 0.44

No. 4
24
Properties=species:S:1:pos:R:3:nbo_charge:R:1 method="wB97M-V/def2-TZVPD" smiles="C[C@]1(S)CC=C[C@]2(C)O[C@]12C=O" homo_energy_ev=-9.03 charge=0 e_lumo_ev=0.56 gap_ev=9.591 de_lowest_kcal_mol=75.6 e_tot_ev=-24454.0127 mol_weight_g_mol=184.26
C 0.306 -0.889 -1.967 -0.14
C 0.984 0.260 -1.725 -0.21
C -0.009 1.071 1.931 0.40
C -0.459 -1.639 -0.904 -0.50
C 1.300 0.677 -0.295 0.19
C 0.438 0.246 0.807 0.12
C -0.936 -0.708 0.200 -0.04
C 1.940 2.043 -0.126 -0.65
C -1.674 -1.369 1.354 -0.66
O 0.575 1.279 2.958 -0.49
O 1.630 -0.357 0.608 -0.45
S -2.034 0.563 -0.620 -0.06
H 0.013 -1.068 -2.929 0.20
H 1.597 0.777 -2.555 0.23
H -0.844 1.556 1.597 0.12
H -1.349 -2.074 -1.143 0.21
H 0.247 -2.486 -0.522 0.24
H 2.237 2.188 1.020 0.24
H 1.269 2.845 -0.516 0.23
H 2.915 1.996 -0.589 0.22
H -2.191 -0.719 1.987 0.23
H -0.818 -1.888 1.880 0.23
H -2.500 -1.942 0.872 0.22
H -2.636 -0.361 -1.321 0.11

No. 5
128
Properties=species:S:1:pos:R:3:mulliken_charge:R:1 method="wB97M-V/def2-TZVPD" homo_energy_ev=-5.19 charge=-1 e_lumo_ev=2.11 gap_ev=7.303 e_tot_ev=-173271.9426 mol_weight_g_mol=1086.38
C -5.306 -4.299 -2.607 -1.03
C -4.222 -3.156 -2.178 0.56
C -4.826 -2.147 -1.069 -1.39
C -4.216 -0.660 -1.171 0.06
C -5.023 0.557 -1.762 0.46
C -6.529 0.426 -2.276 -0.30
C -7.443 1.726 -2.021 -0.55
C -7.257 2.883 -3.148 -0.93
I -7.273 2.520 0.031 0.03
C -4.230 1.914 -1.808 -0.24
C -2.770 2.080 -1.277 -0.91
C -1.989 0.858 -0.660 -0.65
C -2.753 -0.489 -0.633 1.08
S -1.873 -1.969 0.078 -0.20
C -0.086 -1.531 -0.222 0.98
C 1.031 -2.633 -0.374 0.71
C 0.632 -4.185 -0.240 -0.33
C 0.001 -4.538 1.218 0.17
O -0.849 -5.470 1.242 -0.63
C 0.508 -3.747 2.508 0.52
C -0.199 -2.544 3.173 0.00
C 0.349 -1.759 4.417 -0.26
C 1.691 -2.250 5.012 -0.46
C 2.401 -3.481 4.375 -0.42
C 1.852 -4.249 3.150 -0.46
C 2.522 -2.254 -0.611 -1.03
C 2.912 -0.740 -0.698 0.15
Cl 4.681 -0.275 -0.948 -0.27
C 1.791 0.339 -0.541 -0.33
C 2.250 1.871 -0.591 -1.00
C 2.019 2.582 -2.006 0.63
O 2.013 1.951 -3.081 -0.51
Br 1.784 4.571 -1.955 -0.21
C 0.279 -0.029 -0.303 -0.61
N -0.632 1.115 -0.142 1.15
C -0.668 1.625 1.258 0.14
O -0.607 0.893 2.297 -0.79
O -0.784 3.008 1.403 -0.81
H -6.296 -4.108 -2.035 0.43
H -5.450 -4.369 -3.737 0.17
H -4.959 -5.343 -2.254 0.18
H -3.356 -3.730 -1.671 -0.30
H -3.761 -2.627 -3.085 0.40
H -4.589 -2.594 -0.027 0.42
H -5.979 -2.134 -1.165 0.29
H -6.503 0.232 -3.414 0.25
H -7.100 -0.466 -1.827 0.15
H -8.543 1.383 -2.121 0.52
H -6.516 2.543 -3.971 0.29
H -8.262 3.186 -3.631 0.27
H -6.777 3.831 -2.690 0.26
H -4.726 2.868 -2.209 0.00
H -2.245 3.103 -1.328 0.40
H -0.173 -4.435 -1.009 -0.27
H 1.529 -4.890 -0.434 0.48
H -1.201 -2.164 2.757 0.11
H -0.258 -0.860 4.800 0.41
H 2.128 -1.688 5.900 0.37
H 3.377 -3.847 4.833 0.28
H 2.365 -5.165 2.676 0.28
H 3.374 -3.020 -0.699 0.21
H 3.343 1.988 -0.226 0.53
H 1.621 2.464 0.182 0.25
C 8.521 2.541 -1.804 -0.54
C 7.290 3.127 -2.459 -0.50
C 6.218 2.842 -1.426 0.33
O 6.863 2.859 -0.144 -0.39
C 8.282 2.859 -0.341 -0.49
H 9.458 2.953 -2.182 0.35
H 8.539 1.456 -1.953 0.25
H 7.414 4.208 -2.580 0.29
H 7.064 2.698 -3.437 0.34
H 5.782 1.848 -1.569 -0.35
H 5.413 3.581 -1.442 0.16
H 8.656 3.857 -0.086 0.28
H 8.747 2.131 0.328 0.28
C -3.073 2.677 6.310 -0.46
C -2.182 2.803 5.092 -0.51
C -1.281 1.595 5.236 1.52
O -2.048 0.580 5.906 -0.42
C -3.246 1.174 6.420 -0.56
H -4.022 3.209 6.217 0.37
H -2.550 3.059 7.194 0.20
H -2.783 2.714 4.182 0.19
H -1.631 3.743 5.046 0.38
H -0.408 1.822 5.860 -0.57
H -0.932 1.217 4.273 -0.47
H -4.083 0.825 5.806 0.30
H -3.408 0.844 7.450 0.28
C -1.380 -7.547 -3.849 -0.62
C -1.331 -7.089 -5.289 -0.60
C -2.446 -6.062 -5.331 -0.51
O -2.523 -5.480 -4.024 -0.32
C -1.729 -6.264 -3.122 -0.02
H -0.449 -7.995 -3.499 0.34
H -2.183 -8.281 -3.720 0.28
H -0.370 -6.606 -5.493 0.27
H -1.467 -7.896 -6.013 0.35
H -3.412 -6.532 -5.546 0.31
H -2.267 -5.279 -6.072 0.26
H -0.830 -5.688 -2.880 -0.07
H -2.288 -6.442 -2.201 0.33
C 1.297 2.681 9.058 -0.49
C 2.188 2.805 7.842 -0.29
C 3.089 1.595 7.985 -0.44
O 2.322 0.584 8.653 -0.43
C 1.123 1.179 9.167 -0.28
H 0.349 3.214 8.965 0.30
H 1.820 3.062 9.942 0.29
H 1.587 2.717 6.932 -0.01
H 2.741 3.745 7.797 0.36
H 3.962 1.820 8.608 0.27
H 3.438 1.215 7.022 0.29
H 0.286 0.831 8.552 0.14
H 0.960 0.848 10.196 0.28
C 2.953 3.179 -7.871 -0.51
C 2.210 3.439 -6.579 -0.51
C 3.304 4.000 -5.694 0.07
O 4.227 4.682 -6.557 -0.43
C 3.924 4.343 -7.916 -0.50
H 2.306 3.130 -8.749 0.34
H 3.504 2.235 -7.799 0.26
H 1.436 4.196 -6.743 0.28
H 1.736 2.551 -6.158 0.32
H 3.850 3.201 -5.182 0.08
H 2.920 4.695 -4.944 0.05
H 3.469 5.221 -8.387 0.27
H 4.847 4.100 -8.449 0.28

No. 6
48
Properties=species:S:1:pos:R:3:nbo_charge:R:1 method="wB97M-V/def2-TZVPD" smiles="O=C1CCN(c2nc(Nc3cc(C4CC4)[nH]n3)c3cc(Cl)ccc3n2)CCN1" homo_energy_ev=-8.02 charge=0 e_lumo_ev=-0.10 gap_ev=7.918 de_lowest_kcal_mol=0.0 e_tot_ev=-45027.4894 mol_weight_g_mol=397.87
O -3.030 2.637 5.293 -0.61
Cl 0.163 0.640 -5.547 0.01
N 3.827 1.268 -0.262 -0.31
N -0.328 0.783 0.854 -0.54
N -2.210 -0.068 -0.256 -0.53
C -2.866 1.925 4.321 0.67
C 2.638 0.794 -0.553 0.32
C 2.704 -0.484 -1.198 -0.42
C 4.023 -0.715 -1.369 0.19
C -1.547 0.269 0.833 0.58
C -1.819 0.176 -3.808 -0.20
C -0.494 0.570 -3.938 -0.08
C -2.402 -0.062 -2.568 -0.19
C 0.266 0.943 -0.302 0.47
C 0.265 0.878 -2.783 -0.17
C -1.639 0.193 -1.426 0.18
C -0.347 0.666 -1.513 -0.16
N 4.695 0.350 -0.764 -0.36
N 1.506 1.492 -0.224 -0.60
N -4.065 1.361 3.914 -0.64
N -2.095 0.055 2.078 -0.42
C -1.469 1.685 3.793 -0.50
C -1.263 0.279 3.326 -0.21
C -4.191 -0.004 3.411 -0.23
C -3.558 -0.210 2.064 -0.21
C 3.877 -3.241 -2.187 -0.41
C 4.163 -2.391 -3.402 -0.41
C 4.686 -1.918 -2.055 -0.26
H 1.895 -1.112 -1.488 0.23
H -2.439 0.011 -4.723 0.23
H -3.438 -0.428 -2.440 0.24
H 1.269 1.282 -2.973 0.25
H 5.699 0.488 -0.716 0.41
H 1.628 1.990 0.625 0.41
H -4.828 1.707 4.490 0.41
H -1.306 2.338 2.924 0.24
H -0.747 1.945 4.612 0.25
H -0.207 0.137 3.134 0.25
H -1.532 -0.410 4.157 0.20
H -3.764 -0.694 4.117 0.18
H -5.259 -0.284 3.322 0.22
H -4.105 0.395 1.357 0.22
H -3.677 -1.264 1.763 0.20
H 2.822 -3.308 -1.946 0.22
H 4.464 -4.158 -2.040 0.22
H 4.890 -2.728 -4.200 0.22
H 3.380 -1.770 -3.839 0.23
H 5.767 -2.008 -1.871 0.23

No. 7
16
Properties=species:S:1:pos:R:3:nbo_charge:R:1 method="wB97M-V/def2-TZVPD" smiles="C=CCOCC" homo_energy_ev=-9.60 charge=0 e_lumo_ev=1.17 gap_ev=10.765 de_lowest_kcal_mol=33.7 e_tot_ev=-7393.3056 mol_weight_g_mol=86.13
C -2.468 -0.528 0.616 -0.62
C -1.035 -0.060 0.772 -0.07
O -0.276 -0.730 -0.219 -0.54
C 1.642 0.698 -0.315 -0.21
C 2.847 0.145 -0.275 -0.37
C 0.499 0.085 -1.073 -0.10
H -3.141 -0.051 1.335 0.21
H -2.514 -1.613 0.747 0.21
H -2.805 -0.294 -0.398 0.21
H -0.972 1.034 0.667 0.16
H -0.640 -0.308 1.767 0.17
H 1.406 1.563 0.305 0.19
H 3.638 0.526 0.364 0.20
H 3.072 -0.738 -0.871 0.19
H -0.126 0.853 -1.562 0.17
H 0.874 -0.581 -1.858 0.19